1.
Formula: C19H17IN4O6Pt
Source: OMol25
Level of theory: wB97M-V/def2-TZVPD

Results
- LUMO energy (alpha / beta): -1.5 / -1.4 eV
- E_HOMO (alpha / beta): -8.018 / -8.550 eV
- Net charge: 0
- 2S+1: 3
- HOMO-LUMO gap (alpha / beta): 0.2411 / 0.2634 Ha
- Calculated total energy: -49564.909 eV

Element x y z (Å)
C (0.684952, -2.143755, 3.730138)
C (0.857307, -0.772611, 4.236682)
H (0.315161, -2.806024, 4.536335)
H (1.620454, -2.575517, 3.334074)
H (-0.063663, -2.186077, 2.920958)
H (-0.014816, -0.137093, 4.051992)
H (0.947395, -0.860304, 5.331711)
H (1.756100, -0.223048, 3.907483)
C (-2.135069, -1.525498, -2.280543)
C (-2.994519, -2.042278, -3.239654)
C (-3.879936, -1.174250, -3.906460)
C (-3.864550, 0.184531, -3.603813)
H (-1.371324, -2.081785, -1.759200)
H (-2.984304, -3.103783, -3.443079)
H (-4.565588, -1.568350, -4.658633)
H (-4.473139, 0.921990, -4.134485)
N (-2.261710, -0.252642, -1.883332)
C (-3.054625, 0.627276, -2.554506)
C (-2.920271, 1.964247, -2.052822)
N (-2.059783, 2.035423, -0.995386)
C (-1.661585, 3.194897, -0.472245)
C (-3.229924, 4.332222, -1.895748)
C (-2.275226, 4.365078, -0.857645)
H (-0.876304, 3.091609, 0.275307)
H (-2.013224, 5.286745, -0.348148)
C (-3.517431, 3.128999, -2.536379)
H (-4.186174, 3.045315, -3.395017)
H (-3.717296, 5.252227, -2.205492)
Pt (-1.420999, 0.321518, -0.079022)
I (-2.636970, -0.552167, 1.793013)
O (1.703638, 0.088231, -2.545366)
C (1.319365, 0.280473, -1.401259)
O (0.239977, 0.980301, -1.089336)
C (2.202132, -0.257602, -0.285237)
C (2.596486, 0.531071, 0.799572)
C (3.564409, 0.043393, 1.715943)
C (4.122576, -1.228082, 1.587252)
C (3.637238, -2.053479, 0.569148)
C (2.740302, -1.550018, -0.402621)
N (3.977945, -3.450389, 0.550687)
O (4.731846, -3.887741, 1.446780)
O (3.487782, -4.179101, -0.335583)
N (3.954968, 0.844205, 2.866277)
O (3.358453, 1.922565, 3.081920)
O (4.843814, 0.401278, 3.630375)
H (2.189320, 1.527850, 0.953898)
H (4.874636, -1.586218, 2.286242)
H (2.452171, -2.173631, -1.244773)

Cartesian forces, eV/Å:
-0.36 -1.84 -1.05
0.35 1.62 1.53
0.21 0.17 -0.51
-0.33 0.05 0.22
0.34 -0.08 0.17
0.14 -0.06 -0.05
0.10 0.48 -0.24
-0.43 -0.35 -0.10
-0.94 0.71 -0.11
-0.23 0.40 -0.29
0.35 -0.25 0.30
0.12 0.31 0.26
-0.14 -0.30 0.00
0.06 0.05 -0.18
0.26 0.16 0.21
0.11 -0.47 0.12
-0.44 -0.69 -1.79
0.21 -2.24 -0.16
0.82 1.82 1.51
-0.94 1.63 -1.08
-0.56 -0.54 -0.21
0.47 -0.12 0.40
-0.44 0.46 -0.55
-0.28 0.35 -0.08
-0.08 -0.04 -0.24
0.12 -0.36 0.06
0.15 0.30 0.33
0.08 -0.17 0.02
1.41 -0.27 0.15
-1.32 -1.01 2.03
-0.27 -0.05 0.61
-0.67 0.57 -0.50
2.57 -0.40 -0.69
0.63 -0.27 0.57
0.44 -0.23 0.64
-0.58 -0.49 -1.25
-0.29 -0.16 0.09
-1.04 1.83 -0.50
0.25 -0.16 0.52
0.96 -2.92 0.05
-1.34 1.04 -1.58
0.76 1.53 1.46
0.71 1.47 2.39
1.03 -2.10 -0.78
-1.74 0.73 -1.78
0.04 -0.24 -0.05
-0.32 0.07 -0.10
0.05 0.07 0.22

Results of the Mulliken charge analysis, in e, for atoms 1 through 4:
1 C -0.591
2 C -0.449
3 H 0.294
4 H 0.165


2.
Formula: C6H11N2
Source: OMol25
Level of theory: wB97M-V/def2-TZVPD

Results
- LUMO energy: -3.9 eV
- E_HOMO: -12.980 eV
- Net charge: +1
- HOMO-LUMO gap: 0.3332 Ha
- Calculated total energy: -9373.511 eV

Element x y z (Å)
C (1.041759, -2.569074, -0.224325)
N (-0.462363, -2.522486, -0.179293)
H (1.351116, -2.193898, -1.191606)
H (1.409121, -3.582801, -0.142870)
H (1.478816, -1.933409, 0.532193)
H (-0.827019, -2.182537, 0.711996)
H (-0.838933, -3.461452, -0.323430)
H (-0.818348, -1.924109, -0.926968)
N (0.339182, 1.656335, -1.331162)
C (-0.612521, 2.545430, -1.054261)
C (-1.126677, 2.750834, 0.219431)
C (-0.630548, 1.989251, 1.263232)
C (0.362713, 1.057815, 0.992763)
C (0.811436, 0.939534, -0.314469)
H (-0.974934, 3.120375, -1.898250)
H (-1.894850, 3.492580, 0.385714)
H (-1.001474, 2.125010, 2.270688)
H (0.791909, 0.453434, 1.783034)
H (1.601616, 0.239169, -0.572416)

Cartesian forces, eV/Å:
0.46 0.19 -0.46
0.11 -0.32 -0.01
-0.01 0.07 -0.13
-0.21 -0.19 0.27
-0.17 0.02 0.24
0.06 0.11 -0.02
-0.12 0.08 -0.04
-0.09 0.12 0.13
-0.11 -0.06 0.06
0.03 0.01 -0.14
0.02 -0.04 0.05
-0.06 0.02 0.04
-0.03 -0.09 -0.03
0.03 -0.11 -0.05
-0.03 0.03 0.03
0.00 0.01 -0.02
0.00 0.01 0.00
0.06 0.06 0.02
0.07 0.07 0.07

Results of the Mulliken charge analysis, in e, for atoms 1 through 4:
1 C -0.814
2 N -0.297
3 H 0.364
4 H 0.356


3.
Formula: C5H12O2
Source: OMol25
Level of theory: wB97M-V/def2-TZVPD

Results
- LUMO energy: 0.8 eV
- SMILES: CC[C@@H](O)[C@@H](C)O
- E_HOMO: -10.006 eV
- Net charge: 0
- HOMO-LUMO gap: 0.3982 Ha
- Calculated total energy: -9474.244 eV

Element x y z (Å)
C (2.252802, 0.369332, 1.409112)
C (0.750756, 0.380390, 1.199382)
C (0.336797, -0.184828, -0.149665)
O (0.669385, -1.553113, -0.293535)
C (-1.136861, 0.143201, -0.377406)
C (-1.589165, -0.087025, -1.816884)
O (-1.902873, -0.514202, 0.612729)
H (2.646778, -0.645418, 1.300219)
H (2.743725, 1.000864, 0.659328)
H (2.516914, 0.745743, 2.401336)
H (0.229267, -0.189130, 1.979986)
H (0.357194, 1.402463, 1.257947)
H (0.894423, 0.318043, -0.952121)
H (0.351259, -2.017104, 0.491789)
H (-1.197981, 1.248005, -0.244450)
H (-2.613044, -0.468707, -1.926952)
H (-1.566692, 0.939920, -2.165468)
H (-0.921900, -0.708045, -2.425602)
H (-2.811044, -0.561705, 0.293929)

Cartesian forces, eV/Å:
0.14 -0.02 0.02
-0.01 0.03 0.08
0.00 0.38 -0.03
-0.20 -0.08 0.12
0.20 0.25 -0.19
0.01 0.20 -0.07
-0.19 -0.22 -0.03
0.01 0.14 0.05
-0.01 -0.09 0.13
0.03 -0.06 -0.12
0.11 0.06 -0.05
0.13 -0.10 0.09
-0.04 0.03 0.14
-0.10 0.03 -0.14
-0.10 -0.53 0.34
0.21 0.10 0.19
-0.19 -0.11 -1.00
-0.11 0.04 0.32
0.11 -0.04 0.15

Results of the Mulliken charge analysis, in e, for atoms 1 through 4:
1 C -1.215
2 C -0.468
3 C -0.204
4 O -0.569


4.
Formula: C16H32CeNO2P2Si
Source: OMol25
Level of theory: wB97M-V/def2-TZVPD

Results
- LUMO energy (alpha / beta): -7.0 / -8.5 eV
- E_HOMO (alpha / beta): -14.566 / -14.578 eV
- Net charge: +2
- 2S+1: 2
- HOMO-LUMO gap (alpha / beta): 0.2763 / 0.2228 Ha
- Calculated total energy: -62062.252 eV

Element x y z (Å)
Ce (-0.049798, -0.841023, -0.114326)
P (-2.550397, 0.050769, -0.578246)
C (-2.088055, 0.353814, -2.294121)
C (-0.836969, 0.760788, -2.840831)
N (0.316761, 0.469462, -2.117949)
C (1.545191, 0.871257, -2.520856)
C (1.669616, 1.620073, -3.687535)
C (0.548393, 1.893371, -4.489432)
C (-0.685524, 1.429749, -4.078826)
C (2.780652, 0.505282, -1.678323)
P (2.695275, -1.022116, -0.608059)
H (-1.547046, 1.621025, -4.726144)
H (2.645335, 2.001948, -3.966293)
H (0.680320, 2.448162, -5.427045)
H (3.615200, 0.275748, -2.360358)
H (3.106006, 1.340421, -1.022900)
H (-1.976787, -1.581949, -3.790174)
H (-2.912929, 0.410155, -2.996311)
H (-0.953075, -2.816520, -2.568680)
O (-1.956137, -2.549292, -3.791580)
H (-2.089695, -2.779472, -4.730405)
H (-0.435896, -2.489344, 0.352430)
O (-0.257642, -2.966906, -1.841474)
H (0.246460, -3.769456, -2.200566)
C (3.249949, -2.261623, -1.866086)
H (4.275047, -1.992010, -2.162260)
H (3.233704, -3.272825, -1.424798)
H (2.588138, -2.194230, -2.744151)
C (4.174990, -0.813516, 0.438445)
H (4.274988, -1.682907, 1.105056)
H (5.068416, -0.716088, -0.193079)
H (4.033542, 0.098298, 1.032574)
C (-3.439423, 1.502056, 0.014733)
H (-4.382367, 1.612434, -0.543239)
H (-3.628011, 1.399137, 1.094554)
H (-2.797053, 2.383526, -0.121164)
C (-3.763849, -1.319169, -0.774729)
H (-4.111668, -1.651612, 0.216914)
H (-4.604569, -0.926690, -1.372485)
H (-3.286390, -2.165699, -1.296332)
C (1.363368, 0.226354, 5.215856)
Si (-0.141017, 1.128255, 4.560142)
C (-1.700270, 0.346144, 5.262480)
C (-0.064605, 2.885374, 5.173647)
C (-0.240264, 0.914899, 2.716783)
C (-0.423368, 0.827847, 1.477458)
H (1.338762, 0.195624, 6.313134)
H (2.292382, 0.732968, 4.921619)
H (1.414700, -0.808955, 4.852968)
H (-1.661260, 0.312988, 6.359094)
H (-2.590897, 0.924079, 4.977032)
H (-1.835739, -0.681679, 4.896200)
H (0.846343, 3.394618, 4.836956)
H (-0.929887, 3.470034, 4.838619)
H (-0.062955, 2.896407, 6.272044)

Cartesian forces, eV/Å:
0.28 0.41 1.36
-0.86 -0.36 -0.04
-0.16 0.67 -0.86
1.24 -0.09 0.26
0.32 0.42 -0.46
-0.69 -0.27 0.50
-0.05 0.38 -0.47
0.83 -0.23 0.42
-0.80 0.03 -0.38
-0.01 0.13 -0.15
1.70 -0.09 -1.06
0.14 -0.11 0.44
-0.06 -0.11 -0.05
-0.20 -0.26 0.48
-0.21 0.43 0.11
-0.35 -0.24 -0.47
-0.10 -0.10 -0.06
-0.16 0.05 -0.13
0.97 -0.48 0.69
-0.33 0.53 -0.73
0.11 -0.23 0.54
-0.48 -1.48 0.93
0.30 -0.82 -1.66
-0.97 1.64 1.03
-0.25 0.06 0.33
-0.30 -0.20 0.06
0.02 0.38 -0.35
0.21 -0.22 0.31
-0.22 0.10 0.12
0.02 0.33 -0.19
-0.22 -0.03 0.20
0.18 -0.28 0.02
-0.19 0.43 -0.08
0.29 0.09 0.27
0.03 -0.11 -0.38
-0.23 -0.23 0.01
-0.02 0.32 -0.09
0.07 0.16 -0.41
0.17 -0.39 0.26
-0.25 0.29 0.20
0.21 -0.17 -0.35
-0.14 -0.27 1.69
-0.13 -0.14 -0.37
0.02 0.36 -0.50
-0.34 0.08 -2.43
0.55 -0.42 1.63
-0.08 0.05 -0.24
-0.16 -0.10 0.06
0.00 0.17 0.12
0.07 0.05 -0.24
0.18 -0.13 0.08
0.00 0.21 0.14
-0.17 -0.02 0.07
0.17 -0.04 0.07
-0.01 -0.17 -0.24

Results of the Mulliken charge analysis, in e, for atoms 1 through 4:
1 Ce 0.700
2 P 0.703
3 C -1.350
4 C 1.066


5.
Formula: C4H12OSi2
Source: OMol25
Level of theory: wB97M-V/def2-TZVPD

Results
- LUMO energy: 0.4 eV
- SMILES: C=[Si](C[SiH3])OCC
- E_HOMO: -8.002 eV
- Net charge: 0
- HOMO-LUMO gap: 0.3094 Ha
- Calculated total energy: -22143.035 eV

Element x y z (Å)
C (-1.231453, 1.086109, 0.990655)
Si (-0.526333, 0.173898, -0.288442)
C (-0.671884, -1.691786, -0.576072)
Si (-2.354380, -2.408937, 0.108209)
O (0.852991, 0.528282, -0.932130)
C (1.599122, 1.642047, -0.722643)
C (2.637819, 1.326503, 0.338155)
H (-2.100988, 0.681568, 1.489204)
H (-1.323221, 2.245261, 1.078292)
H (0.136954, -2.216219, -0.110254)
H (-0.750938, -1.889337, -1.618593)
H (-1.859630, -3.809906, -0.054043)
H (-3.147790, -1.879984, -1.100359)
H (-2.678838, -1.946350, 1.419354)
H (1.970734, 2.115702, -1.705336)
H (0.909404, 2.407065, -0.387003)
H (2.730525, 0.226390, 0.298584)
H (3.625769, 1.880071, 0.325371)
H (2.182137, 1.529622, 1.447051)

Cartesian forces, eV/Å:
-0.64 2.17 -0.46
-1.72 -1.75 1.87
-1.80 1.52 1.75
2.10 0.41 -3.00
1.08 -1.09 -2.24
0.96 3.22 -0.69
-0.10 0.45 2.86
-0.15 -0.39 -0.01
0.72 -2.17 -0.27
0.71 -0.15 0.05
0.22 -0.27 -0.91
-1.02 -0.12 0.40
-0.32 -0.66 1.16
-0.48 0.11 0.78
-0.02 -1.25 1.25
0.06 0.61 0.44
0.67 0.54 0.03
-1.20 -0.77 -0.35
0.94 -0.41 -2.67

Results of the Mulliken charge analysis, in e, for atoms 1 through 4:
1 C -0.842
2 Si 0.355
3 C -0.831
4 Si 0.387


6.
Formula: C7H14N2O5
Source: OMol25
Level of theory: wB97M-V/def2-TZVPD

Results
- LUMO energy: 0.5 eV
- SMILES: C[C@@H](O)[C@H](NC(=O)[C@@H](N)CO)C(=O)O
- E_HOMO: -9.560 eV
- Net charge: 0
- HOMO-LUMO gap: 0.3695 Ha
- Calculated total energy: -20701.953 eV

Element x y z (Å)
C (3.171672, -0.795185, 0.569192)
C (2.172649, -0.887104, -0.504383)
O (1.696892, -2.126696, -0.602346)
C (1.031115, 0.216710, -0.305814)
N (-0.049123, -0.121951, -1.215406)
C (-1.450040, -0.291548, -0.841816)
O (-2.069786, -1.067478, -1.500156)
C (-1.951947, 0.699665, 0.263068)
N (-3.134224, 1.331547, -0.145031)
C (-2.017068, -0.241613, 1.419162)
O (-1.570607, -1.547521, 1.060336)
C (1.337364, 1.710775, -0.061235)
O (2.160646, 2.112537, 0.722700)
O (0.728070, 2.639974, -0.866748)
H (2.622224, -0.827017, 1.597072)
H (3.701497, 0.131911, 0.654832)
H (3.737058, -1.688138, 0.401860)
H (2.598151, -0.566137, -1.493376)
H (0.806421, -2.091443, -0.320268)
H (0.774120, 0.017514, 0.686336)
H (0.321338, -0.815589, -1.908266)
H (-1.173274, 1.480030, 0.450067)
H (-3.173298, 2.039326, -0.881392)
H (-3.789131, 0.539937, -0.164720)
H (-1.491559, 0.310563, 2.203448)
H (-3.055267, -0.237308, 1.804681)
H (-2.059485, -2.142961, 0.482920)
H (0.125587, 2.217198, -1.504728)

Cartesian forces, eV/Å:
-1.01 -0.01 2.64
0.89 5.43 -1.76
-0.40 -2.26 -0.63
-0.32 -0.41 0.09
-0.39 -0.20 -0.35
3.93 1.55 -1.34
-1.67 -0.36 -0.26
2.69 0.36 -2.39
-1.98 -0.68 1.11
-2.53 0.02 0.71
1.84 0.15 1.99
1.71 0.93 -1.80
-0.89 -0.72 -0.06
-0.26 -0.83 0.31
0.88 -0.47 -1.61
0.62 0.29 -0.51
1.03 -0.25 0.56
0.23 -0.51 0.52
-1.75 -0.62 0.65
-1.10 -0.87 1.94
-1.21 0.86 0.65
-0.47 -0.67 -0.30
0.26 -0.94 0.31
-0.50 1.29 -0.87
0.76 -1.46 0.32
0.22 -0.34 -0.23
-0.86 0.92 0.08
0.27 -0.21 0.22

Results of the Mulliken charge analysis, in e, for atoms 1 through 4:
1 C -1.420
2 C 0.420
3 O -0.550
4 C 0.025


Question: Among the records above, which one has the lowest calculated total energy?
Answer: C16H32CeNO2P2Si


Question: What is the formula in the fourth record?
Answer: C16H32CeNO2P2Si


Question: What is the formula in the first record?
Answer: C19H17IN4O6Pt